[1]
A 7-piece molecular cluster, C45H51ClF6NO3P2 overall. Source: the Open Molecules 2025 dataset; level of theory: the ωB97M-V functional and the def2-TZVPD basis.

Computed properties:
**Net charge**: +1
**E**: -3767.599115 a.u.
**Gap between HOMO and LUMO**: 6.40 eV

Positions of all 109 atoms, in Å:
C1 2.835536 -1.531312 0.068843
C2 2.887452 -1.111750 -1.503844
C3 2.201128 -2.214234 -2.429981
F1 3.156564 -2.556032 -3.444655
N1 0.874650 -1.786000 -3.032621
P1 -0.123492 -1.093579 -1.707646
P2 -2.202035 -0.844835 -2.305372
O1 -2.395871 -0.404950 -3.758399
O2 -2.815307 0.439955 -1.347138
O3 -3.176514 -2.181913 -1.880398
C4 1.165048 -0.637573 -3.998481
C5 0.783885 -0.924607 -5.528107
C6 0.333816 0.371752 -6.323430
F2 -0.925209 0.872305 -5.979710
F3 0.399725 0.143526 -7.710532
C7 1.374962 1.579139 -6.039745
F4 2.703612 1.131588 -6.073518
F5 1.067039 2.273685 -4.852344
F6 1.196621 2.523714 -7.072467
C8 -0.243825 -2.143174 -5.321886
C9 0.252070 -2.830502 -3.949656
Cl1 -0.884391 -4.049407 -3.153693
H1 1.982191 -2.239348 0.309058
H2 3.846056 -1.989419 0.353287
H3 2.779448 -0.548647 0.645133
H4 4.006307 -1.116233 -1.762922
H5 2.536344 -0.048573 -1.686356
H6 1.954165 -3.127842 -1.779168
H7 -0.154056 -2.082264 -0.648948
H8 -2.173496 1.181440 -1.326527
H9 -4.118981 -1.986081 -2.080710
H10 0.482372 0.213686 -3.643522
H11 2.253004 -0.288711 -4.075860
H12 1.632477 -1.333656 -6.176492
H13 0.040164 -2.849741 -6.174510
H14 -1.352913 -1.992759 -5.491405
H15 1.051707 -3.548093 -4.352976
C10 -5.715678 0.687648 2.649896
C11 -4.900858 0.621949 1.524494
C12 -5.368635 1.082335 0.297996
C13 -6.649298 1.617926 0.199143
C14 -7.462604 1.686960 1.325357
C15 -6.997855 1.218071 2.549788
H16 -5.351860 0.325526 3.605336
H17 -3.899761 0.210464 1.603231
H18 -4.735667 1.024797 -0.580241
H19 -7.012701 1.981470 -0.755926
H20 -8.460273 2.105995 1.248519
H21 -7.633957 1.267065 3.425981
C16 6.711913 2.067019 -4.103927
C17 6.899882 2.017542 -2.726175
C18 5.800977 1.989589 -1.873886
C19 4.513220 2.001214 -2.400334
C20 4.325204 2.046727 -3.778377
C21 5.424068 2.084119 -4.630265
H22 7.568960 2.092374 -4.767680
H23 7.903952 2.001732 -2.316427
H24 5.947710 1.957931 -0.799452
H25 3.655598 1.974821 -1.735506
H26 3.323737 2.054352 -4.186142
H27 5.277338 2.125369 -5.703885
C22 -11.489029 3.256679 6.745668
C23 -10.973241 2.236165 7.537636
C24 -9.973271 1.407009 7.040860
C25 -9.481823 1.604640 5.754435
C26 -9.995194 2.627843 4.963527
C27 -11.001630 3.451109 5.457337
H28 -12.271105 3.900831 7.132278
H29 -11.351702 2.086422 8.543003
H30 -9.576044 0.607321 7.656221
H31 -8.698594 0.960924 5.368993
H32 -9.610844 2.783252 3.960643
H33 -11.405419 4.244991 4.838918
C28 -8.506212 -4.992359 -3.923028
C29 -8.918554 -3.767273 -3.408976
C30 -8.032850 -2.695958 -3.367656
C31 -6.736567 -2.847388 -3.849890
C32 -6.325162 -4.071448 -4.367382
C33 -7.208359 -5.145297 -4.400178
H34 -9.196259 -5.828334 -3.951952
H35 -9.931146 -3.647750 -3.039483
H36 -8.352494 -1.742889 -2.960814
H37 -6.046568 -2.009461 -3.822441
H38 -5.314563 -4.188597 -4.744959
H39 -6.886161 -6.100860 -4.798575
C34 7.797390 2.424433 4.388932
C35 8.592148 2.342501 3.250274
C36 8.106968 2.796820 2.028378
C37 6.829445 3.342415 1.947181
C38 6.035983 3.427743 3.086667
C39 6.517916 2.964998 4.306778
H40 8.174932 2.066967 5.340887
H41 9.590615 1.923381 3.315286
H42 8.724475 2.726862 1.139404
H43 6.452682 3.701460 0.995181
H44 5.040589 3.854775 3.023462
H45 5.897340 3.026647 5.193882
C40 9.911374 -1.978860 7.952990
C41 10.706027 -2.060956 6.814331
C42 10.220892 -1.606669 5.592447
C43 8.943574 -1.060954 5.511225
C44 8.150306 -0.975487 6.650730
C45 8.632110 -1.438169 7.870826
H46 10.288734 -2.336202 8.904803
H47 11.704289 -2.480172 6.879167
H48 10.838250 -1.676846 4.703557
H49 8.566729 -0.702054 4.559270
H50 7.154818 -0.548337 6.587452
H51 8.011540 -1.376413 8.757880

Cartesian forces (eV/Å) of the 6 atoms listed first:
C 0.682 0.932 -0.570
C 0.812 -0.522 0.514
C 2.079 -0.716 1.678
F -2.485 0.417 1.209
N 0.571 -0.498 -2.406
P -0.023 1.106 2.323

Löwdin atomic charge list, values in e, 99 entries: -0.09, -0.19, -0.29, 0.01, -0.38, 0.99, 0.45, -0.33, -0.21, -0.23, -0.12, -0.12, -0.30, 0.10, 0.10, -0.34, 0.10, 0.10, 0.12, -0.09, -0.58, 0.65, 0.06, 0.10, 0.09, 0.14, 0.08, 0.17, 0.00, 0.08, 0.08, 0.11, 0.15, 0.17, 0.14, 0.13, 0.13, -0.09, -0.10, -0.11, -0.09, -0.09, -0.08, 0.10, 0.09, 0.06, 0.10, 0.10, 0.07, -0.08, -0.08, -0.09, -0.11, -0.10, -0.08, 0.11, 0.11, 0.09, 0.09, 0.06, 0.10, -0.09, -0.09, -0.09, -0.10, -0.10, -0.09, 0.10, 0.10, 0.10, 0.08, 0.09, 0.10, -0.09, -0.09, -0.09, -0.11, -0.10, -0.09, 0.10, 0.10, 0.10, 0.09, 0.10, 0.10, -0.10, -0.09, -0.10, -0.11, -0.10, -0.09, 0.10, 0.10, 0.10, 0.09, 0.10, 0.10, -0.09, -0.09

[2]
A 2-piece molecular cluster, H3NO2 overall. Source: the Open Molecules 2025 dataset; level of theory: the ωB97M-V functional and the def2-TZVPD basis.

Computed properties:
**Net charge**: 0
**E**: -206.754269 a.u.
**Gap between HOMO and LUMO**: 6.79 eV
**Energy above the lowest of the compared OMol25 structures with the same formula, charge and spin**: 109.8 kcal per mole

Positions of all 6 atoms, in Å:
N1 1.487055 -0.155682 0.016307
O1 -1.661161 -0.492320 -0.075261
O2 -0.854972 0.548146 -0.073267
H1 1.935102 0.777604 0.171084
H2 1.186480 -0.117488 -0.939249
H3 -2.092502 -0.560262 0.900387

Force components x, y, z for each atom (eV/Å):
N -1.690 1.099 0.945
O -1.416 -0.545 2.730
O 2.234 -0.104 0.177
H -0.596 -0.622 -0.079
H -0.071 -0.061 -0.974
H 1.538 0.233 -2.798

Atom-resolved charges from Löwdin, all expressed in e: 0.12, -0.10, -0.15, 0.00, -0.05, 0.18

[3]
A 2-piece molecular cluster, C12H17N overall. Source: the Open Molecules 2025 dataset; level of theory: the ωB97M-V functional and the def2-TZVPD basis.

Computed properties:
**Net charge**: 0
**E**: -522.166039 a.u.
**Gap between HOMO and LUMO**: 8.81 eV
**Energy above the lowest of the compared OMol25 structures with the same formula, charge and spin**: 34.0 kcal per mole
**Structure (SMILES)**: CCc1c[nH]c2ccccc12.CC

Positions of all 30 atoms, in Å:
C1 1.167246 4.260948 2.333011
C2 -0.290699 3.990067 2.720285
H1 1.954543 3.718202 2.859367
H2 1.489988 3.926710 1.326740
H3 1.347698 5.321977 2.258116
H4 -0.838998 4.905187 2.563662
H5 -0.342758 3.674159 3.760045
H6 -0.718371 3.164474 2.146350
C3 1.104918 1.173280 -0.804803
C4 2.516160 1.627498 -0.741189
C5 0.866886 -0.316488 -0.518780
C6 1.717324 -1.343317 -0.701724
C7 -0.431732 -0.851984 -0.337755
C8 -0.356694 -2.274782 -0.539091
C9 -1.675675 -0.290041 -0.095597
C10 -1.499097 -3.044396 -0.769833
C11 -2.809802 -1.015983 -0.405609
C12 -2.725681 -2.409576 -0.583125
N1 1.005988 -2.536535 -0.720349
H7 0.460267 1.760995 -0.140187
H8 0.620069 1.252764 -1.778921
H9 3.028986 1.331696 0.186065
H10 2.737981 -1.310613 -1.029075
H11 1.404980 -3.456827 -0.737002
H12 -1.874677 0.779430 -0.058826
H13 -1.384588 -4.124518 -0.775954
H14 -3.781991 -0.757164 0.021434
H15 -3.631102 -2.903833 -0.920515
H16 2.571606 2.719466 -0.675248
H17 3.165092 1.229334 -1.526954

Cartesian forces (eV/Å) of the 6 atoms listed first:
C 0.789 -0.641 -1.459
C 0.904 -0.700 -0.104
H -0.320 0.415 0.910
H -0.979 0.032 -0.077
H 0.381 0.345 0.607
H -0.522 0.029 0.048

Atom-resolved charges from Löwdin, all expressed in e: -0.17, -0.15, 0.06, 0.04, 0.05, 0.06, 0.06, 0.05, -0.21, -0.13, -0.19, -0.06, -0.15, -0.18, -0.04, -0.03, -0.11, -0.11, 0.07, 0.10, 0.12, 0.08, 0.12, 0.14, 0.11, 0.10, 0.10, 0.10, 0.07, 0.08

[4]
An isolated ion of composition C5H8N and charge +1. Source: the Open Molecules 2025 dataset; level of theory: the ωB97M-V functional and the def2-TZVPD basis.

Computed properties:
**Net charge**: +1
**E**: -249.581879 a.u.
**Gap between HOMO and LUMO**: 9.67 eV
**Energy above the lowest of the compared OMol25 structures with the same formula, charge and spin**: 152.7 kcal per mole
**Structure (SMILES)**: CC=C=C1C[NH2+]1

Positions of all 14 atoms, in Å:
C1 1.778233 -0.018441 -0.677941
C2 0.334319 0.057346 -0.332936
C3 -2.523729 0.627877 0.016196
C4 -1.179738 0.169677 0.077920
C5 2.816134 0.109816 0.355806
N1 -2.157612 -0.809706 0.049700
H1 2.060350 -0.003213 -1.642993
H2 -2.948640 0.896963 0.958480
H3 -2.852393 1.204589 -0.806328
H4 3.345054 1.019226 0.184932
H5 3.566155 -0.653121 0.428895
H6 2.373090 0.157750 1.357837
H7 -2.538121 -1.345716 0.911218
H8 -2.073100 -1.413046 -0.880787

Cartesian forces (eV/Å) of the 6 atoms listed first:
C -7.574 0.545 5.027
C -2.006 0.441 0.194
C 0.672 1.318 0.702
C 11.476 0.249 -1.324
C -0.706 -0.068 1.625
N -1.941 -4.855 -1.889

Atom-resolved charges from Löwdin, all expressed in e: -0.07, 0.24, -0.01, -0.21, -0.10, 0.08, 0.06, 0.13, 0.13, 0.09, 0.09, 0.09, 0.23, 0.25

[5]
One molecule with the formula C3H7NOS. Source: the Open Molecules 2025 dataset; level of theory: the ωB97M-V functional and the def2-TZVPD basis.

Computed properties:
**Net charge**: 0
**E**: -646.675025 a.u.
**Gap between HOMO and LUMO**: 9.13 eV
**Energy above the lowest of the compared OMol25 structures with the same formula, charge and spin**: 23.2 kcal per mole
**Structure (SMILES)**: CNC(=S)OC

Positions of all 13 atoms, in Å:
C1 -1.950486 -0.348321 0.062778
C2 0.484271 -0.747726 0.052990
C3 1.680944 1.341483 -0.032690
H1 -1.987048 0.046501 1.053105
H2 -2.863223 -0.995154 -0.020069
H3 -1.938687 0.380260 -0.716898
H4 -0.965721 -2.139291 -0.228372
H5 1.296986 2.336083 -0.008835
H6 2.225428 1.164140 -0.976225
H7 2.435730 1.243660 0.757923
N1 -0.739272 -1.185963 -0.093632
O1 0.474015 0.593923 0.101043
S1 1.847068 -1.689591 0.048880

Cartesian forces (eV/Å) of the 6 atoms listed first:
C -0.099 -1.685 -0.312
C 1.584 0.386 -0.548
C 0.733 0.001 -0.221
H 0.083 0.755 0.536
H 0.975 0.436 -0.216
H -0.315 0.781 -0.201

Atom-resolved charges from Löwdin, all expressed in e: -0.04, -0.94, -0.10, 0.08, 0.10, 0.08, 0.12, 0.08, 0.09, 0.09, -0.03, -0.14, 0.63

[6]
A 3-piece molecular cluster, C3H12NO overall. Source: the Open Molecules 2025 dataset; level of theory: the ωB97M-V functional and the def2-TZVPD basis.

Computed properties:
**Net charge**: +1
**E**: -250.973668 a.u.
**Gap between HOMO and LUMO**: 4.86 eV
**Energy above the lowest of the compared OMol25 structures with the same formula, charge and spin**: 186.2 kcal per mole

Positions of all 17 atoms, in Å:
C1 -2.591945 0.325137 -0.845712
C2 -2.755155 -0.072436 0.597515
N1 2.385737 0.709865 0.380822
C3 3.356739 -0.351854 0.237069
H1 -1.460562 0.117351 -1.066822
H2 -2.903815 1.317299 -1.123245
H3 -3.007553 -0.357623 -1.594394
H4 -2.519514 0.766816 1.237624
H5 -2.043066 -0.836761 0.905120
H6 -3.760442 -0.473720 0.780973
H7 2.484586 1.154630 1.293953
H8 4.255586 -0.111812 0.795613
H9 2.915949 -1.306771 0.541684
H10 3.619047 -0.430273 -0.822946
H11 1.348555 0.359987 0.245546
H12 0.461033 -0.718238 -1.136548
O1 0.214816 -0.091597 -0.426257

Cartesian forces (eV/Å) of the 6 atoms listed first:
C -0.168 -1.149 0.056
C 0.248 0.091 -0.081
N 0.512 -0.949 0.590
C 0.159 1.037 -0.520
H 0.926 0.413 0.132
H 0.431 0.513 0.089

Atom-resolved charges from Löwdin, all expressed in e: -0.07, -0.13, 0.16, -0.07, 0.10, 0.09, 0.10, 0.08, 0.07, 0.10, 0.13, 0.10, 0.12, 0.11, 0.04, 0.08, -0.02